Below is a molecular structure, C12H11Cl4GeNO5OsSSi, with properties calculated with ωB97M-V with the def2-TZVPD basis set.

Geometry as ORCA input:
```
! RIJCOSX wB97M-V def2-TZVPD def2/J DEFGRID3
* xyz 2 5
Os 0.09 -0.05 -1.20
O 2.89 1.16 -1.17
Cl 2.03 1.46 -0.09
O 2.51 2.37 0.84
O 1.56 0.17 0.53
O 0.69 1.91 -0.71
Ge -0.69 -0.04 2.85
C 0.28 1.55 3.23
C -0.25 2.81 2.93
C 0.43 3.95 3.28
C 1.66 3.85 3.94
C 2.19 2.61 4.24
C 1.51 1.46 3.88
C -2.26 -0.26 4.02
C -3.23 -1.21 3.86
C -4.32 -1.31 4.79
C -4.44 -0.44 5.89
C -3.48 0.51 6.07
C -2.40 0.60 5.14
H 0.08 -1.36 2.77
H -1.20 2.89 2.41
H 0.03 4.93 3.04
H 2.20 4.75 4.20
H 3.14 2.54 4.75
H 1.94 0.49 4.11
H -3.22 -1.91 3.03
H -5.07 -2.07 4.64
H -5.27 -0.55 6.57
H -3.51 1.21 6.89
H -1.65 1.37 5.29
Cl -2.89 -0.14 -3.62
Si -1.06 0.48 -3.15
Cl -0.27 1.64 -4.56
Cl -1.73 0.20 0.88
O -0.51 -3.12 0.72
S -0.42 -3.21 -0.71
N -0.17 -1.89 -1.44
*
```

As for the total energy: -5589.9669 hartree. Its expectation value of S² is 6.060. Its energy relative to the best compared isomer or geometry (same formula, charge and spin) is 69.0 kJ/mol. Its gap between HOMO and LUMO (spin up / spin down) is 7.7897 / 4.2985 eV.

***

Below is a molecular structure, C31H25AsI2N3O2Tc, with properties calculated with ωB97M-V with the def2-TZVPD basis set.

Geometry as ORCA input:
```
! RIJCOSX wB97M-V def2-TZVPD def2/J DEFGRID3
* xyz 3 2
Tc 0.40 -0.25 0.20
O -1.59 0.99 3.43
C -1.17 0.33 2.55
N -0.63 0.86 1.30
C -0.82 2.26 0.98
O -1.46 3.02 1.63
C -0.11 2.60 -0.30
C -0.19 3.86 -0.83
C 0.49 4.12 -2.02
C 1.23 3.10 -2.60
C 1.26 1.85 -1.99
N 0.59 1.59 -0.86
C -1.12 -1.17 2.52
C -1.76 -1.92 3.49
C -1.71 -3.30 3.37
C -1.05 -3.87 2.30
C -0.43 -3.04 1.37
N -0.45 -1.71 1.49
H -0.78 4.61 -0.33
H 0.45 5.10 -2.48
H 1.79 3.25 -3.51
H 1.85 1.05 -2.41
H -2.28 -1.42 4.29
H -2.21 -3.93 4.10
H -1.00 -4.94 2.17
H 0.10 -3.45 0.52
I 1.90 -1.81 -1.68
C 0.18 -1.90 -2.93
I -1.44 -1.05 -1.85
H -0.04 -2.95 -3.14
H 0.35 -1.34 -3.84
C 5.76 2.59 -0.51
C 6.03 1.27 -0.16
C 5.05 0.50 0.45
C 3.80 1.06 0.72
C 3.52 2.38 0.35
C 4.51 3.14 -0.25
As 2.52 -0.03 1.64
C 1.93 0.73 3.29
C 1.86 2.11 3.47
C 1.41 2.61 4.69
C 1.02 1.74 5.70
C 1.08 0.37 5.51
C 1.53 -0.15 4.29
C 3.39 -1.68 2.13
C 4.38 -1.55 3.10
C 5.09 -2.67 3.50
C 4.81 -3.91 2.95
C 3.81 -4.04 1.99
C 3.10 -2.92 1.58
H 6.53 3.19 -0.97
H 7.00 0.85 -0.35
H 5.27 -0.52 0.73
H 2.56 2.84 0.56
H 4.31 4.17 -0.51
H 2.20 2.79 2.71
H 1.38 3.68 4.86
H 0.68 2.14 6.64
H 0.80 -0.30 6.31
H 1.60 -1.22 4.15
H 4.60 -0.59 3.55
H 5.86 -2.58 4.25
H 5.36 -4.79 3.26
H 3.59 -5.01 1.56
H 2.32 -3.04 0.85
*
```

As for the total energy: -4422.0569 hartree. Its expectation value of S² is 1.236. Its gap between HOMO and LUMO (spin up / spin down) is 5.3063 / 5.8080 eV.

***

Below is a molecular structure, C18H36F4N5O13S4Sr at a distorted geometry, with properties calculated with ωB97M-V with the def2-TZVPD basis set.

Geometry as ORCA input:
```
! RIJCOSX wB97M-V def2-TZVPD def2/J DEFGRID3
* xyz -3 1
Sr -0.50 1.09 0.25
C -1.33 0.09 -5.04
C -2.04 -0.08 -3.67
C -3.20 -1.08 -3.84
C -2.65 -2.46 -4.13
C -1.73 -2.88 -2.98
C -0.59 -1.86 -2.68
N -1.21 -0.56 -2.57
O -0.26 0.41 -2.21
C 0.53 -2.07 -3.72
C -0.09 -2.29 -1.30
C -2.63 1.28 -3.32
H -0.99 -0.82 -5.53
H -0.42 0.68 -4.87
H -1.94 0.62 -5.78
H -3.90 -0.70 -4.60
H -3.67 -1.07 -2.85
H -2.11 -2.50 -5.08
H -3.47 -3.18 -4.23
H -1.31 -3.87 -3.21
H -2.33 -2.97 -2.07
H 1.22 -2.87 -3.43
H 1.11 -1.14 -3.77
H 0.11 -2.29 -4.70
H -0.90 -2.40 -0.58
H 0.67 -1.62 -0.89
H 0.38 -3.28 -1.42
H -3.56 1.19 -2.76
H -2.93 1.81 -4.24
H -1.97 1.97 -2.83
C 3.12 2.07 1.87
C 3.61 0.62 1.86
C 4.61 0.40 3.02
C 3.91 0.20 4.34
C 3.00 -1.00 4.20
C 1.95 -0.83 3.11
N 2.54 -0.35 1.90
O 1.67 -0.31 0.81
C 0.78 0.02 3.68
C 1.35 -2.22 2.88
C 4.40 0.34 0.57
H 3.93 2.78 1.68
H 2.67 2.29 2.83
H 2.45 2.22 1.02
H 5.21 1.32 3.02
H 5.29 -0.43 2.80
H 3.36 1.09 4.66
H 4.65 -0.02 5.13
H 2.51 -1.20 5.17
H 3.56 -1.93 4.03
H 0.44 -0.36 4.64
H -0.06 0.17 3.01
H 1.12 1.04 3.89
H 0.86 -2.60 3.78
H 2.12 -2.95 2.58
H 0.65 -2.29 2.04
H 3.91 0.74 -0.32
H 4.52 -0.75 0.48
H 5.41 0.77 0.63
N -4.23 -1.71 1.75
S -4.48 -1.67 0.17
O -4.19 -2.88 -0.53
O -4.25 -0.41 -0.44
F -6.11 -1.74 0.26
S -2.65 -1.87 1.91
O -1.86 -0.86 1.27
O -2.16 -3.20 1.94
F -2.55 -1.38 3.42
N 0.29 3.37 0.47
S -0.02 4.37 1.78
O -1.35 4.85 1.89
O 1.04 5.20 2.23
F -0.07 3.14 2.79
S 0.80 4.47 -0.58
O 2.20 4.69 -0.53
O -0.04 5.61 -0.77
F 0.54 3.66 -1.91
N -3.23 2.60 0.91
O -4.15 3.37 1.11
O -2.57 2.09 1.85
O -2.83 2.36 -0.26
*
```

As for the total energy: -3982.2116 hartree. Its energy relative to the best compared isomer or geometry (same formula, charge and spin) is 0.0 kJ/mol. Its gap between HOMO and LUMO is 4.9480 eV.

***

Below is a molecular structure, C32H40F6N4O4P2ReS4 at a distorted geometry, with properties calculated with ωB97M-V with the def2-TZVPD basis set.

Geometry as ORCA input:
```
! RIJCOSX wB97M-V def2-TZVPD def2/J DEFGRID3
* xyz 0 2
Re -0.78 -0.05 0.24
C -1.33 -2.54 3.69
C 0.09 -2.08 3.39
C 0.43 -0.83 4.19
P 0.31 -1.79 1.57
C 0.32 -3.53 0.86
C 0.82 -4.62 1.80
C 1.15 -3.51 -0.42
C 2.01 -1.22 1.31
C 3.11 -1.66 2.03
C 4.40 -1.24 1.70
C 5.60 -1.82 2.37
C 4.54 -0.25 0.72
C 3.46 0.20 0.00
C 2.18 -0.34 0.22
N 1.11 -0.03 -0.59
C 1.30 0.09 -1.94
C 2.40 -0.46 -2.62
C 2.56 -0.30 -3.98
C 1.63 0.40 -4.73
C 1.80 0.62 -6.20
C 0.50 0.90 -4.08
C 0.30 0.73 -2.72
P -1.09 1.41 -1.74
C -0.63 3.22 -1.80
C -0.72 3.85 -3.19
C 0.79 3.38 -1.28
C -2.70 1.29 -2.69
C -2.67 0.34 -3.88
C -3.83 0.88 -1.74
H -1.42 -2.83 4.73
H -1.63 -3.38 3.07
H -2.04 -1.73 3.52
H 0.80 -2.87 3.65
H -0.29 -0.05 3.97
H 1.43 -0.47 3.93
H 0.40 -1.04 5.26
H -0.73 -3.75 0.59
H 1.83 -4.40 2.15
H 0.85 -5.56 1.26
H 0.16 -4.76 2.66
H 2.21 -3.41 -0.17
H 0.87 -2.69 -1.07
H 1.01 -4.44 -0.97
H 2.98 -2.37 2.83
H 5.38 -2.81 2.77
H 5.94 -1.19 3.19
H 6.42 -1.91 1.65
H 5.52 0.14 0.51
H 3.58 0.97 -0.75
H 3.12 -1.05 -2.07
H 3.41 -0.75 -4.46
H 2.83 0.45 -6.50
H 1.52 1.63 -6.47
H 1.16 -0.07 -6.75
H -0.24 1.42 -4.67
H -1.33 3.72 -1.13
H 0.10 3.53 -3.82
H -0.66 4.93 -3.07
H -1.66 3.64 -3.71
H 1.50 2.89 -1.96
H 0.91 2.96 -0.28
H 1.05 4.44 -1.22
H -2.92 2.31 -3.02
H -2.14 -0.57 -3.63
H -2.19 0.80 -4.75
H -3.68 0.08 -4.16
H -3.78 -0.19 -1.55
H -4.80 1.09 -2.20
H -3.77 1.42 -0.80
F 1.83 1.95 4.33
C 0.68 2.63 4.24
F 0.90 3.86 4.67
F -0.19 2.05 5.07
S 0.05 2.71 2.47
O 0.09 1.35 1.96
O 0.95 3.61 1.83
N -1.39 3.25 2.76
S -2.28 3.45 1.47
O -2.24 4.73 0.86
O -2.15 2.32 0.57
C -3.99 3.28 2.23
F -4.31 4.36 2.93
F -4.90 3.11 1.27
F -4.05 2.22 3.03
S -1.65 -1.79 -1.20
C -2.92 -2.48 -0.21
C -3.38 -3.74 -0.60
N -3.71 -4.80 -0.90
C -3.43 -1.80 0.88
S -2.86 -0.25 1.40
C -4.48 -2.38 1.62
N -5.32 -2.84 2.24
*
```

As for the total energy: -4716.3248 hartree. Its expectation value of S² is 1.207. Its energy relative to the best compared isomer or geometry (same formula, charge and spin) is 9.9 kJ/mol. Its gap between HOMO and LUMO (spin up / spin down) is 4.9371 / 5.8022 eV.